Computed, not measured: an isolated molecule of C3H5NOS in a non-equilibrium geometry, with ωB97M-V/def2-TZVPD.

Charge: 0
LUMO energy in eV: 0.5913
Electronic energy in eV: -17563.550
Structure (SMILES): [H]/N=C/C(=O)SC

```
11
C3H5NOS, DFT ωB97M-V/def2-TZVPD
H -2.601 -2.805 -0.422
N -1.759 -2.345 -0.077
C -1.504 -1.230 -0.539
C -0.035 -0.431 0.074
O 0.582 -0.866 0.992
S 0.269 1.073 -0.744
C 1.579 1.714 0.344
H -1.994 -0.604 -1.286
H 2.420 2.033 -0.262
H 1.871 0.911 1.015
H 1.173 2.550 0.905
```

Computed, not measured: a 3-piece molecular cluster, C15H19FNO6PS2Si overall in a non-equilibrium geometry, with ωB97M-V/def2-TZVPD.

Charge: 0
LUMO energy in eV: -1.7348
Electronic energy in eV: -71191.417
Structure (SMILES): CS(=O)(=O)[Si@@](F)(CCN)[PH2]=S.O=C1C=CC(=O)C=C1.O=C1C=CC(=O)C=C1

```
46
C15H19FNO6PS2Si, DFT ωB97M-V/def2-TZVPD
C -3.355 -5.931 -1.708
S -4.472 -4.644 -2.198
O -5.349 -5.108 -3.239
O -5.108 -4.157 -0.988
Si -3.290 -2.891 -2.904
F -3.993 -2.365 -4.222
C -3.315 -1.664 -1.515
C -2.429 -0.429 -1.727
N -2.107 0.257 -0.460
P -1.179 -3.489 -3.422
S -1.076 -5.087 -4.552
H -2.572 -6.061 -2.452
H -2.952 -5.703 -0.727
H -3.973 -6.825 -1.653
H -3.004 -2.221 -0.627
H -4.353 -1.377 -1.350
H -3.002 0.269 -2.337
H -1.513 -0.662 -2.267
H -2.597 -0.188 0.302
H -1.119 0.178 -0.261
H -0.508 -3.626 -2.189
H -0.577 -2.384 -4.053
O 0.550 1.709 1.296
C 0.367 2.835 0.870
C 1.475 3.818 0.808
C 1.277 5.041 0.324
C -0.056 5.469 -0.173
O -0.234 6.582 -0.616
C -1.162 4.479 -0.105
C -0.966 3.256 0.381
H 2.441 3.484 1.172
H 2.069 5.777 0.267
H -2.125 4.811 -0.472
H -1.752 2.515 0.433
O 5.379 -0.665 5.217
C 5.201 0.186 4.374
C 3.983 0.191 3.526
C 3.788 1.123 2.597
C 4.785 2.200 2.375
O 4.614 3.057 1.530
C 6.003 2.200 3.222
C 6.196 1.266 4.149
H 3.269 -0.602 3.709
H 2.900 1.146 1.976
H 6.714 2.996 3.041
H 7.076 1.245 4.779
```

Computed, not measured: a 9-piece molecular cluster, C29H61F4N2O26P3 overall in a non-equilibrium geometry, with ωB97M-V/def2-TZVPD.

Charge: 0
LUMO energy in eV: -0.0307
Electronic energy in eV: -126013.429
Structure (SMILES): O=C1OC[C@@H](F)O1.O=C1OC[C@@H](F)O1.O=C1OC[C@@H](F)O1.O=C1OC[C@@H](F)O1.COP(=O)(OC)OC.COP(=O)(OC)OC.COP(=O)(OC)OC.COC[C@H](C)N.COC[C@H](C)N

```
125
C29H61F4N2O26P3, DFT ωB97M-V/def2-TZVPD
O 24.929 7.124 -10.450
C 26.099 6.691 -10.554
O 26.609 5.570 -10.037
C 28.124 5.615 -10.060
C 28.313 6.606 -11.249
F 28.275 5.915 -12.379
O 27.123 7.387 -11.080
H 28.499 6.140 -9.181
H 28.658 4.667 -9.989
H 29.191 7.237 -11.392
O 31.152 3.112 -23.115
C 30.239 3.411 -22.395
O 29.310 2.566 -21.947
C 28.661 3.225 -20.874
C 28.927 4.623 -21.064
F 29.365 5.190 -19.931
O 30.022 4.674 -21.934
H 27.597 3.040 -21.018
H 29.001 2.875 -19.899
H 28.096 5.079 -21.602
O 30.652 10.204 -13.105
C 30.877 9.867 -14.265
O 31.065 8.631 -14.699
C 31.493 8.677 -16.065
C 31.263 10.095 -16.522
F 30.171 9.997 -17.199
O 31.207 10.827 -15.277
H 32.547 8.477 -15.875
H 31.075 7.889 -16.693
H 32.080 10.325 -17.205
O 25.850 12.000 -9.870
C 25.693 11.382 -10.915
O 24.508 11.129 -11.559
C 24.791 10.107 -12.470
C 26.260 10.393 -12.806
F 26.514 11.216 -13.731
O 26.724 10.893 -11.613
H 24.909 9.132 -11.997
H 24.193 9.962 -13.370
H 26.863 9.523 -13.067
C 26.535 10.879 -16.768
O 27.455 9.823 -16.732
P 26.921 8.339 -16.352
O 25.981 8.229 -15.208
O 28.286 7.446 -16.093
C 28.202 6.340 -15.310
O 26.356 7.785 -17.794
C 27.308 7.345 -18.748
H 26.416 11.213 -17.799
H 26.959 11.704 -16.195
H 25.498 10.627 -16.549
H 29.055 6.524 -14.656
H 28.490 5.493 -15.933
H 27.289 6.069 -14.780
H 28.217 7.866 -18.448
H 27.054 7.669 -19.758
H 27.665 6.329 -18.585
C 28.620 7.807 -23.144
O 28.980 8.782 -22.239
P 27.954 10.029 -22.006
O 26.536 9.630 -21.947
O 28.603 11.039 -20.919
C 30.078 11.271 -21.021
O 28.176 10.849 -23.406
C 27.228 11.760 -23.858
H 29.198 6.964 -22.766
H 28.861 7.866 -24.205
H 27.609 7.564 -22.814
H 30.308 12.302 -20.750
H 30.435 11.008 -22.017
H 30.594 10.567 -20.369
H 27.267 12.708 -23.321
H 26.179 11.462 -23.861
H 27.247 11.948 -24.931
C 29.108 15.221 -22.834
O 27.767 15.398 -22.419
P 27.426 15.708 -20.876
O 28.284 16.782 -20.315
O 25.783 15.839 -20.869
C 25.247 16.823 -21.575
O 27.682 14.231 -20.181
C 27.554 14.018 -18.818
H 29.481 14.334 -22.323
H 29.777 16.008 -22.485
H 29.133 15.211 -23.924
H 25.467 17.860 -21.319
H 24.203 16.903 -21.272
H 25.466 16.567 -22.611
H 28.411 13.480 -18.411
H 26.649 13.462 -18.575
H 27.427 14.905 -18.197
C 24.213 10.751 -19.768
O 23.829 10.561 -18.412
C 23.067 9.407 -18.258
C 22.279 9.616 -16.902
C 21.601 8.415 -16.409
N 21.186 10.557 -17.163
H 23.376 10.836 -20.461
H 24.998 10.097 -20.147
H 24.616 11.752 -19.618
H 22.377 9.231 -19.083
H 23.577 8.447 -18.182
H 22.966 10.033 -16.166
H 22.411 7.689 -16.474
H 20.844 7.776 -16.863
H 21.391 8.566 -15.350
H 20.665 10.091 -17.892
H 21.423 11.468 -17.529
C 26.992 2.198 -16.558
O 27.508 2.148 -15.271
C 26.796 3.082 -14.381
C 26.472 2.189 -13.109
C 25.874 2.985 -11.939
N 27.616 1.619 -12.511
H 27.755 1.644 -17.104
H 26.913 3.239 -16.870
H 26.094 1.615 -16.766
H 27.460 3.903 -14.111
H 25.857 3.550 -14.676
H 25.899 1.321 -13.434
H 26.246 2.795 -10.932
H 24.840 2.681 -11.775
H 26.007 4.041 -12.174
H 28.461 2.036 -12.875
H 27.589 1.931 -11.551
```